Entry 1:
Density functional theory data (wB97M-V/def2-TZVPD) for a structure of composition C12H28N4O4Sn in a non-equilibrium geometry.

Properties
* total charge: +2
* HOMO level: -15.44 eV
* DFT total energy: -1207.832236 a.u.
* ΔE to the lowest compared entry with this formula, charge and spin: 0.593 eV
* frontier orbital gap: 7.49 eV

Atoms and positions in Å:
Sn: -0.19574 -2.08381 0.88635
C: 0.79854 2.96272 0.55311
C: -0.08393 1.77115 0.32350
O: 0.25887 0.70529 0.86056
N: -1.15290 1.88047 -0.48895
C: -1.75689 3.11171 -0.99406
H: 1.40990 2.86174 1.44253
H: 0.24307 3.89815 0.60181
H: 1.46068 3.08525 -0.30939
H: -1.79284 1.11218 -0.35003
H: -2.83174 3.03665 -0.86882
H: -1.44728 3.26293 -2.03133
H: -1.41279 4.04459 -0.55120
C: 2.92906 -0.07384 -1.80612
C: 3.02224 -1.33714 -1.00518
O: 2.37751 -1.46920 0.05525
N: 3.72235 -2.33472 -1.54050
C: 3.91931 -3.62370 -0.91965
H: 2.62555 -0.21015 -2.84268
H: 3.86718 0.47465 -1.68813
H: 2.18648 0.62768 -1.42592
H: 4.16951 -2.12947 -2.41977
H: 4.09855 -4.34549 -1.71921
H: 3.11097 -3.99055 -0.29875
H: 4.85899 -3.68936 -0.36657
C: 0.03809 1.32318 4.40856
C: -0.49387 -0.07301 4.27840
O: -0.06783 -0.84786 3.40180
N: -1.36901 -0.48638 5.19355
C: -1.98303 -1.81685 5.18370
H: 1.03956 1.35591 4.82884
H: -0.59729 1.97428 5.01378
H: -0.01152 1.81625 3.43716
H: -1.87706 0.16085 5.77337
H: -2.48685 -1.86911 6.14610
H: -1.28070 -2.63829 5.09459
H: -2.73192 -1.84554 4.38877
C: -0.47881 0.25574 -3.53314
C: -1.20896 -0.59570 -2.52560
O: -0.59724 -1.10727 -1.56587
N: -2.48005 -0.91695 -2.78216
C: -3.32846 -0.59996 -3.91443
H: 0.43688 -0.30351 -3.71940
H: -0.27179 1.25329 -3.14793
H: -1.00162 0.40608 -4.47215
H: -2.82549 -1.43695 -1.98527
H: -3.31489 -1.33754 -4.71629
H: -3.13837 0.38226 -4.33512
H: -4.35443 -0.60065 -3.54807

Cartesian forces, eV/Å:
1.827 3.151 -0.488
-0.086 0.603 -0.521
0.747 0.146 0.192
-0.780 -1.144 -0.075
-0.111 0.048 0.986
0.480 0.309 -0.634
-0.054 -0.274 0.013
-0.057 -0.065 0.151
0.060 -0.125 0.034
0.015 -0.064 -0.327
-0.040 0.136 -0.273
-0.544 -0.276 -0.184
0.000 -0.351 0.683
-0.002 1.044 0.268
-1.304 -0.381 -0.414
-0.916 -0.596 0.732
-0.276 0.614 0.429
1.170 -1.017 -0.637
0.622 -0.317 -0.125
0.130 -0.146 -0.537
-0.140 -0.446 0.502
0.188 -0.215 0.043
-0.387 -0.012 -0.047
-0.233 0.430 -0.038
-0.184 0.431 0.350
-0.836 0.852 -0.205
0.255 0.021 0.359
-0.163 -0.758 -1.054
-0.305 -0.591 -0.254
-0.359 0.701 0.172
0.102 -0.197 -0.198
0.008 -0.367 0.371
0.517 -0.313 -0.165
0.526 0.385 0.043
-0.116 -0.426 -0.100
0.219 0.183 -0.050
0.013 -0.307 0.022
0.103 -0.250 0.140
-0.264 -0.138 -1.639
0.065 -0.166 1.396
0.829 0.089 1.184
-0.958 0.066 -0.010
0.186 0.386 -0.125
0.232 -0.150 0.282
-0.127 -0.258 0.023
-0.660 -0.292 -0.528
0.445 -0.129 0.122
0.165 0.035 0.149
0.003 0.143 -0.018

Atomic partial charges in e from the Löwdin method, atoms 1 to 2: 1.737, 0.028

Entry 2:
Density functional theory data (wB97M-V/def2-TZVPD) for a structure of composition C12H28N5O4PTi in a non-equilibrium geometry.

Properties
* <S²>: 3.75
* total charge: +1
* HOMO level (spin up / spin down): -8.88 / -11.19 eV
* DFT total energy: -2239.215446 a.u.
* spin multiplicity: 4
* frontier orbital gap (spin up / spin down): 5.93 / 8.13 eV

Atoms and positions in Å:
Ti: 16.36612 15.74027 -18.33537
N: 15.51756 14.00776 -14.54049
H: 14.54269 14.27132 -14.52423
H: 15.73637 14.00663 -15.52651
H: 15.60071 13.05762 -14.20817
H: 16.23535 14.61345 -14.16900
O: 16.36367 13.90869 -16.97741
H: 17.01806 13.18767 -17.05750
C: 15.18622 9.60979 -17.20546
C: 14.63891 10.83016 -16.86852
C: 13.51642 10.91279 -15.99694
C: 12.98792 9.71160 -15.48916
C: 13.53317 8.45570 -15.87482
C: 14.64550 8.40817 -16.71478
N: 11.92778 9.72149 -14.50557
O: 11.94225 8.84544 -13.60749
O: 11.01919 10.56439 -14.54200
H: 16.19942 9.65983 -17.57605
H: 15.06543 11.73322 -17.27956
H: 13.04053 11.83520 -15.69845
H: 13.15886 7.48384 -15.58886
H: 15.06130 7.44605 -16.97519
O: 17.84569 15.22627 -19.95802
P: 17.93363 14.20410 -21.04574
N: 16.88495 14.48017 -22.32451
C: 16.26851 15.79908 -22.67510
C: 16.44352 13.39962 -23.27864
N: 17.51391 12.59860 -20.49995
C: 18.41675 11.93340 -19.58979
C: 16.12231 12.28312 -20.27765
N: 19.34450 13.99901 -21.87008
C: 19.67972 12.91008 -22.74233
C: 20.31861 15.08973 -22.02548
H: 15.26428 15.57364 -23.03399
H: 16.79134 16.24468 -23.52138
H: 16.12959 16.52087 -21.87023
H: 17.03868 12.50281 -23.10654
H: 16.38724 13.77242 -24.30135
H: 15.42896 13.04552 -23.09593
H: 18.08785 12.04732 -18.55686
H: 18.54850 10.88012 -19.83749
H: 19.40161 12.37425 -19.74406
H: 15.73775 13.14057 -19.72538
H: 15.73214 11.94237 -21.23669
H: 16.00603 11.38002 -19.67850
H: 19.42029 13.17704 -23.76679
H: 20.75167 12.71513 -22.71043
H: 19.10098 12.04532 -22.41775
H: 20.10826 15.90543 -22.71721
H: 21.35158 14.74363 -22.06153
H: 20.29129 15.59130 -21.05813

Cartesian forces, eV/Å:
0.805 -1.708 0.295
-0.621 -0.443 1.075
-0.158 0.696 0.847
1.145 -0.588 -3.118
0.171 -0.271 0.280
-0.383 0.439 0.791
0.082 0.807 -0.570
-0.440 0.774 -0.077
0.508 -0.336 1.267
-1.474 0.298 0.803
0.181 -1.365 -0.329
1.432 -0.558 -1.052
0.276 0.570 -0.383
-0.518 1.079 0.006
-2.454 -0.703 2.701
0.629 1.355 -2.056
1.784 -0.592 -0.695
-0.100 -0.405 -0.862
0.055 0.199 0.148
0.053 0.150 -0.116
-0.462 0.328 0.551
0.110 0.034 0.000
0.040 0.676 0.027
-1.583 -2.982 -1.879
-1.705 0.355 0.165
-0.247 -1.100 -0.150
0.064 0.368 1.184
1.429 1.414 -0.953
0.832 0.373 -0.497
0.369 -0.269 -0.290
2.094 1.055 1.112
-0.871 -0.612 -0.182
-0.448 0.895 2.423
-0.141 0.082 0.021
0.200 0.189 0.147
0.507 -0.269 0.176
0.317 0.269 -0.589
0.771 -0.082 -0.020
-0.335 0.386 0.432
0.180 -0.059 0.198
-0.334 -0.165 0.065
0.154 0.023 0.449
-1.291 -0.264 -0.380
-0.940 0.869 0.143
0.358 0.147 0.408
-0.035 -0.222 -0.245
-0.070 -0.141 0.179
0.279 -0.246 -0.329
-0.155 -0.547 -0.694
-0.215 -0.302 -0.557
0.155 0.398 0.127

Atomic partial charges in e from the Löwdin method, atoms 1 to 2: 0.760, 0.298

Entry 3:
Density functional theory data (wB97M-V/def2-TZVPD) for a structure of composition C12H29AlBN2O5SSr in a non-equilibrium geometry.

Properties
* total charge: +1
* HOMO level: -9.44 eV
* DFT total energy: -1656.133946 a.u.
* frontier orbital gap: 3.46 eV

Atoms and positions in Å:
C: 4.03558 1.21540 1.42359
C: 2.72255 1.70970 2.21751
N: 1.58872 2.13557 1.35003
C: 0.56778 1.07399 1.12094
C: 1.10581 -0.43160 1.04807
Al: -0.23285 -1.79386 0.30359
C: -0.47761 -1.56302 -1.76327
C: 1.01780 -1.69825 -2.40554
C: -2.01454 -1.82929 1.31950
C: -3.14657 -1.00040 0.56109
C: -2.64684 0.47032 0.24781
C: -3.91290 1.38545 -0.15084
S: -3.41588 2.34324 -1.63492
O: -4.19608 3.62272 -1.74199
O: -3.64134 1.53921 -2.93074
O: -1.80456 2.82131 -1.45905
B: 0.64965 -3.68917 0.59401
N: 0.47644 -4.37839 1.91346
O: 1.38548 -4.32251 -0.48750
C: 2.01855 2.79224 0.12483
C: 1.91272 2.19912 -1.34725
O: 2.48884 3.95590 0.23597
H: 4.84759 2.02084 1.36734
H: 3.82237 0.75894 0.40849
H: 4.48938 0.37280 2.06357
H: 3.05529 2.65256 2.78836
H: 2.41666 0.97452 3.04284
H: -0.07167 1.24170 0.18491
H: -0.17215 1.12901 2.00271
H: 2.07759 -0.57116 0.47540
H: 1.32563 -0.76254 2.13113
H: -1.14562 -2.39033 -2.20147
H: -0.84416 -0.49373 -2.04541
H: 1.75442 -1.53481 -1.53583
H: 1.23522 -0.90826 -3.19266
H: 1.22956 -2.76006 -2.77340
H: -1.82323 -1.47246 2.39278
H: -2.38565 -2.91892 1.35870
H: -3.50384 -1.55383 -0.38366
H: -4.07492 -0.91425 1.23249
H: -1.92161 0.50158 -0.64780
H: -2.13863 0.98235 1.14010
H: -4.19803 2.02267 0.74558
H: -4.74314 0.66392 -0.47149
H: -1.17730 2.15488 -1.82999
H: 1.38395 -4.71714 2.28416
H: 0.06710 -3.66978 2.53319
H: 2.34368 -4.11926 -0.44490
H: 0.80637 2.05613 -1.63764
H: 2.30740 2.99361 -2.07661
H: 2.51354 1.25454 -1.52842
Sr: -1.95655 0.44880 -3.92177

Cartesian forces, eV/Å:
0.365 -0.811 1.168
1.616 1.403 0.912
-0.167 -1.002 -2.539
-0.255 -1.569 0.378
-0.164 0.396 0.752
-0.294 -0.022 0.684
0.827 -0.307 -1.690
0.022 -0.210 1.051
-0.796 -0.262 -0.435
0.014 0.031 1.171
-0.633 0.313 -0.283
1.060 -1.809 0.451
-3.934 5.327 -0.767
2.874 -3.957 0.716
1.402 0.544 2.678
-1.865 -1.524 -1.112
0.113 -1.538 0.021
1.319 1.745 -1.532
0.559 0.535 1.295
1.045 3.353 1.208
-0.316 0.625 -0.532
-1.066 -3.747 -0.696
-1.416 -1.025 -0.159
0.222 0.724 1.204
-0.551 1.160 -1.048
-0.548 -1.386 -0.790
0.081 0.991 -1.665
1.164 0.423 1.248
1.054 -0.092 -1.246
-1.033 0.549 0.652
-0.216 0.316 -1.613
0.521 1.359 0.458
0.023 -0.669 0.438
-0.901 -0.098 -1.471
-0.082 -1.048 0.701
-0.452 1.638 0.322
-0.653 -0.320 -1.404
0.609 1.562 0.143
0.687 0.925 1.155
1.034 0.045 -0.967
-0.796 -0.443 1.541
-0.625 -1.031 -1.409
0.172 -0.228 -1.747
0.931 1.467 0.143
-0.170 0.526 0.953
-0.991 -0.163 -0.092
0.274 -0.764 0.111
-0.785 -0.377 -0.042
1.487 -0.164 0.427
-0.509 -1.049 1.363
-0.982 0.940 0.518
0.727 -1.279 -0.624

Atomic partial charges in e from the Löwdin method, atoms 1 to 2: -0.092, -0.205

Entry 4:
Density functional theory data (wB97M-V/def2-TZVPD) for a structure of composition C12H29Br3InN4O3 in a non-equilibrium geometry.

Properties
* total charge: -1
* HOMO level: -5.01 eV
* DFT total energy: -8831.584975 a.u.
* frontier orbital gap: 7.45 eV

Atoms and positions in Å:
C: -3.07171 4.51035 2.01235
O: -1.89073 4.93561 1.32019
C: -1.33606 3.78638 0.65834
C: -0.21992 3.16728 1.54285
C: -0.01690 1.65004 1.18571
In: 1.12588 1.55875 -0.76355
C: -0.04156 2.22891 -2.57067
C: -1.60187 2.02836 -2.49671
C: -2.02934 0.74690 -1.73931
Br: -3.77229 0.12359 -2.52376
C: 2.07107 -0.49698 -0.92890
Br: 2.29426 -1.17164 0.95494
C: 1.25161 -1.59423 -1.65473
C: 2.02167 -2.96209 -1.74424
Br: 0.86309 -1.09068 -3.55563
H: -3.90033 4.56624 1.28232
H: -3.26221 5.13797 2.89461
H: -2.93091 3.47582 2.37388
H: -2.09592 3.03464 0.38063
H: -0.91300 4.15755 -0.29277
H: 0.71848 3.66983 1.24024
H: -0.36300 3.35373 2.61954
H: 0.60517 1.18743 1.97426
H: -0.96562 1.08209 1.17207
H: 2.49112 2.74186 -0.58176
H: 0.31624 1.82571 -3.52942
H: 0.10662 3.32802 -2.63779
H: -1.98198 1.93599 -3.53130
H: -2.06657 2.93163 -2.07413
H: -1.33324 -0.08746 -1.84795
H: -2.27390 0.99587 -0.70240
H: 3.08709 -0.50615 -1.35639
H: 0.25829 -1.72514 -1.20144
H: 1.34804 -3.82877 -1.71590
H: 2.50296 -2.97238 -2.73809
H: 2.83520 -3.02978 -1.01045
C: 6.06777 -3.11826 1.64203
O: 5.60758 -3.86894 0.79479
N: 7.32380 -3.28954 2.15972
N: 5.37844 -2.05603 2.14005
H: 7.72605 -2.69060 2.85335
H: 7.85924 -4.06233 1.81442
H: 4.44431 -1.89163 1.78297
H: 5.74551 -1.43450 2.83379
C: -4.30863 -3.43061 0.22146
O: -3.26913 -3.76110 -0.32532
N: -4.88958 -4.18888 1.20123
N: -4.97557 -2.28541 -0.09520
H: -5.74065 -3.94114 1.66598
H: -4.42389 -5.03763 1.45858
H: -4.57832 -1.69772 -0.81227
H: -5.82902 -2.00143 0.34399

Cartesian forces, eV/Å:
0.445 0.085 -0.293
-0.852 -0.666 0.216
1.065 0.436 0.228
0.245 -0.912 -1.243
0.181 0.457 0.204
0.226 0.404 0.112
-0.822 0.432 0.212
0.712 -0.442 -0.802
-0.428 1.113 -0.308
0.332 -0.013 0.312
-0.548 -0.239 -0.830
-0.181 0.132 -0.337
0.831 -0.940 0.649
-0.057 0.592 -0.932
0.014 0.145 0.523
-0.030 -0.188 0.572
0.069 0.073 -0.426
-0.250 0.312 -0.107
-0.014 0.328 0.313
-0.044 -0.218 0.367
-0.335 0.028 0.492
-0.365 0.005 -0.335
-0.145 0.104 -0.443
0.184 0.330 0.100
-0.225 -0.256 0.007
0.048 -0.056 0.466
0.119 -0.493 0.102
0.040 0.112 0.413
-0.054 -0.483 0.090
-0.234 0.206 0.022
0.214 -0.489 -0.191
-0.291 0.035 0.323
0.359 0.124 -0.171
0.190 0.253 0.219
-0.069 -0.165 0.459
-0.530 -0.076 0.053
-0.425 0.037 -0.202
0.227 0.073 0.189
0.349 -0.160 0.073
-0.203 -0.073 -0.035
-0.038 0.051 0.008
-0.014 -0.012 -0.029
0.205 0.020 -0.038
0.062 0.006 -0.004
0.310 0.128 -0.291
-0.243 -0.026 0.168
-0.096 -0.271 0.216
0.029 0.094 -0.151
-0.012 0.056 -0.009
0.041 0.004 -0.007
0.014 0.022 0.024
-0.005 -0.020 0.053

Atomic partial charges in e from the Löwdin method, atoms 1 to 2: -0.121, -0.208